The following is a DFT calculation (ωB97M-V/def2-TZVPD) of 20 unconnected molecules or ions with the total composition C72H192N8O40 in a non-equilibrium geometry.

- max |F| (eV/A) = 3.99
- HOMO (Ha) = -0.3007
- total energy (a.u.) = -6305.1122
- HOMO-LUMO gap (eV) = 8.63
- charge = 0

```
312
Properties=species:S:1:pos:R:3:mulliken_charge:R:1
C 2.107 -9.180 -2.740 -0.719
O 2.525 -8.092 -1.929 -0.305
C 2.647 -8.358 -0.477 -0.687
C 2.578 -7.024 0.321 -0.471
N 1.226 -7.137 1.014 -0.134
C 0.843 -5.822 1.672 0.878
C 1.326 -5.703 3.166 -0.180
O 2.055 -6.914 3.487 -0.492
C 2.168 -7.220 4.891 -0.406
H 1.934 -10.108 -2.194 0.321
H 2.921 -9.306 -3.454 0.284
H 1.146 -9.006 -3.223 0.189
H 3.556 -8.890 -0.195 0.470
H 1.931 -9.047 -0.030 0.368
H 2.793 -6.275 -0.440 0.167
H 3.404 -6.862 1.014 0.462
H 0.565 -7.283 0.265 0.118
H -0.234 -5.690 1.563 0.177
H 1.122 -4.969 1.054 -0.526
H 0.707 -5.300 3.967 -0.304
H 2.131 -4.973 3.248 0.535
H 2.666 -6.541 5.583 0.257
H 2.698 -8.171 4.833 0.210
H 1.117 -7.416 5.100 0.050
C -5.309 4.297 -2.503 -0.923
O -4.797 3.056 -1.817 -0.003
C -5.753 2.006 -1.894 -0.643
C -5.701 1.138 -0.620 0.160
N -5.938 -0.266 -0.895 -0.346
C -5.361 -1.092 0.157 0.806
C -5.696 -2.579 -0.159 -0.353
O -5.324 -3.004 -1.479 -0.351
C -5.884 -4.264 -1.846 -0.837
H -5.394 4.393 -3.586 0.339
H -4.583 5.085 -2.302 0.254
H -6.224 4.663 -2.039 0.374
H -5.421 1.434 -2.761 0.218
H -6.788 2.231 -2.149 0.387
H -6.394 1.441 0.164 0.247
H -4.754 1.282 -0.099 -0.306
H -5.562 -0.591 -1.774 0.345
H -5.767 -0.818 1.131 0.362
H -4.287 -0.953 0.280 -0.834
H -6.758 -2.735 0.029 0.295
H -5.202 -3.276 0.518 0.149
H -5.878 -4.981 -1.025 0.268
H -5.394 -4.527 -2.783 0.228
H -6.918 -3.986 -2.052 0.389
C 4.909 5.649 -8.173 -0.804
O 3.889 4.732 -8.360 -0.347
C 2.714 5.438 -8.909 -0.039
C 1.593 4.444 -9.122 -0.968
N 0.869 4.260 -7.872 0.094
C -0.265 3.397 -8.048 -0.862
C 0.208 1.922 -8.020 -1.109
O 0.834 1.629 -6.761 0.249
C 1.693 0.540 -6.782 -0.958
H 5.814 5.178 -7.789 0.265
H 4.703 6.342 -7.358 0.216
H 5.226 5.981 -9.162 0.383
H 2.921 5.894 -9.877 0.786
H 2.436 6.336 -8.356 -0.222
H 2.000 3.486 -9.446 0.249
H 0.869 4.795 -9.858 0.548
H 1.556 3.860 -7.248 -0.229
H -0.784 3.761 -8.934 0.564
H -0.961 3.663 -7.253 0.305
H 0.936 1.740 -8.811 0.607
H -0.580 1.249 -8.359 0.525
H 1.843 0.346 -5.720 0.004
H 2.734 0.767 -7.008 0.350
H 1.182 -0.308 -7.239 0.411
C 2.868 -3.033 5.688 -0.402
O 1.877 -2.049 5.615 0.164
C 1.077 -1.703 6.710 -0.960
C -0.258 -2.388 6.523 0.684
N -0.081 -3.815 6.644 -0.231
C -1.217 -4.686 6.364 -0.282
C -2.412 -4.702 7.259 -1.180
O -3.258 -3.595 6.983 -0.197
C -4.362 -3.694 7.906 -1.044
H 3.389 -2.969 4.733 0.134
H 2.405 -4.018 5.747 0.029
H 3.651 -2.918 6.437 0.303
H 0.866 -0.637 6.625 0.198
H 1.395 -1.915 7.731 0.297
H -0.758 -2.202 5.573 -0.593
H -0.872 -2.055 7.360 0.398
H 0.528 -3.973 5.854 -0.218
H -0.704 -5.627 6.563 0.581
H -1.466 -4.725 5.304 0.008
H -1.966 -4.967 8.218 0.433
H -2.942 -5.595 6.927 0.495
H -5.228 -4.052 7.350 0.359
H -4.601 -2.696 8.274 0.274
H -4.246 -4.240 8.842 0.388
C 8.166 -1.727 -1.326 -0.605
O 7.395 -2.629 -0.418 -0.450
C 6.074 -2.904 -0.916 -0.693
C 5.142 -1.799 -0.484 0.950
N 5.227 -1.626 0.918 -0.236
C 4.616 -0.429 1.383 0.374
C 4.920 -0.149 2.848 -0.051
O 6.224 -0.231 3.250 -0.464
C 6.863 0.952 3.656 -0.714
H 7.515 -0.916 -1.651 0.167
H 8.857 -2.152 -2.054 0.268
H 8.912 -1.320 -0.643 0.308
H 5.744 -3.872 -0.536 0.276
H 6.120 -3.324 -1.921 0.427
H 4.107 -2.037 -0.730 -0.851
H 5.424 -0.943 -1.098 0.051
H 6.170 -1.593 1.279 0.465
H 3.528 -0.499 1.398 -0.634
H 4.941 0.444 0.816 0.285
H 4.486 -0.906 3.501 -0.045
H 4.451 0.743 3.263 0.326
H 6.230 1.524 4.335 0.255
H 7.004 1.663 2.841 0.316
H 7.878 0.808 4.028 0.281
C 2.134 1.595 5.266 0.055
O 1.259 2.625 4.848 0.068
C 1.683 4.036 4.857 -1.046
C 1.238 4.687 3.509 0.521
N 1.473 6.144 3.504 -0.366
C 1.600 6.569 2.173 -1.157
C 0.316 6.596 1.356 -0.293
O 0.071 5.246 0.857 -0.024
C -1.030 5.048 -0.114 -0.446
H 1.416 0.803 5.481 -0.474
H 2.823 1.825 6.078 0.494
H 2.666 1.099 4.454 -0.086
H 2.760 4.071 5.021 0.337
H 1.286 4.609 5.695 0.251
H 0.209 4.380 3.323 -0.117
H 1.728 4.152 2.695 0.022
H 0.626 6.595 3.819 0.364
H 2.318 5.969 1.613 0.349
H 2.182 7.489 2.112 0.423
H 0.382 7.295 0.523 0.385
H -0.580 6.919 1.888 0.390
H -1.593 5.981 -0.096 0.592
H -1.660 4.261 0.301 -0.126
H -0.740 4.928 -1.157 -0.087
C -3.263 -3.694 2.746 -0.920
O -2.699 -2.450 2.363 0.538
C -1.246 -2.358 2.498 0.384
C -0.874 -0.879 2.624 -0.099
N -1.114 -0.181 1.338 1.167
C -0.829 1.282 1.425 -0.333
C 0.633 1.486 1.165 1.328
O 0.753 1.601 -0.292 0.249
C 2.061 2.022 -0.692 -0.808
H -4.337 -3.706 2.558 0.211
H -3.136 -3.801 3.823 0.008
H -2.958 -4.559 2.157 0.284
H -0.732 -2.947 1.739 -0.620
H -0.831 -2.971 3.298 -0.716
H 0.201 -0.849 2.801 0.332
H -1.454 -0.452 3.442 0.209
H -1.939 -0.527 0.870 -0.565
H -1.115 1.793 2.344 -0.964
H -1.299 1.699 0.534 0.503
H 1.340 0.758 1.563 -0.526
H 0.866 2.377 1.747 -0.399
H 2.337 1.623 -1.669 0.119
H 2.807 1.678 0.024 0.107
H 2.157 3.083 -0.924 0.153
C 1.778 7.591 -1.897 -1.105
O 2.443 7.912 -3.068 -0.318
C 2.033 9.050 -3.766 -0.459
C 0.894 8.739 -4.718 0.069
N 1.113 9.311 -6.095 -0.435
C 0.996 8.379 -7.186 0.445
C 1.515 9.159 -8.479 -0.846
O 2.876 9.504 -8.451 -0.264
C 3.174 10.574 -9.274 -0.868
H 0.698 7.726 -1.843 0.445
H 2.229 8.236 -1.143 0.463
H 1.986 6.589 -1.523 0.336
H 2.885 9.210 -4.426 0.300
H 1.924 9.799 -2.982 0.287
H -0.034 9.101 -4.275 0.251
H 0.828 7.656 -4.612 -0.253
H 1.971 9.844 -6.112 0.316
H -0.066 8.135 -7.213 0.216
H 1.550 7.493 -6.875 -0.457
H 0.807 9.959 -8.696 0.599
H 1.379 8.478 -9.319 0.460
H 3.224 11.487 -8.681 0.298
H 2.602 10.634 -10.200 0.354
H 4.228 10.425 -9.508 0.247
C -9.845 -2.199 3.052 -0.444
C -9.262 -3.094 1.984 -0.459
O -8.077 -3.633 2.396 -0.376
O -8.855 -1.257 3.395 -0.459
H -10.321 -2.816 3.814 0.271
H -10.677 -1.666 2.592 0.382
H -9.058 -2.386 1.180 0.235
H -9.976 -3.843 1.642 0.355
H -7.637 -2.934 2.886 0.246
H -9.320 -0.425 3.516 0.281
C 5.845 -1.001 -5.541 -0.234
C 7.049 -0.394 -4.770 0.418
O 8.214 -0.466 -5.574 -0.597
O 5.974 -2.427 -5.591 -0.553
H 5.839 -0.559 -6.537 0.270
H 4.890 -0.829 -5.043 0.220
H 7.311 -0.856 -3.818 -0.185
H 6.919 0.670 -4.570 0.056
H 8.775 -1.209 -5.337 0.341
H 6.766 -2.573 -6.113 0.301
C -4.529 -0.935 5.239 -0.009
C -5.477 0.406 5.286 -0.480
O -4.656 1.500 5.149 -0.232
O -3.567 -0.868 6.245 0.105
H -4.023 -1.012 4.277 -0.255
H -5.168 -1.818 5.234 0.448
H -6.091 0.550 6.175 0.264
H -6.116 0.516 4.410 0.249
H -3.902 1.482 5.743 -0.239
H -3.533 -1.792 6.505 0.033
C -2.924 2.464 7.689 -0.853
C -1.871 2.612 6.620 -0.197
O -2.038 1.911 5.371 0.930
O -2.699 1.130 8.212 -0.615
H -3.958 2.404 7.350 0.269
H -2.890 3.227 8.467 0.382
H -0.921 2.371 7.096 0.177
H -1.644 3.631 6.306 0.487
H -1.226 1.853 4.863 -0.520
H -2.995 0.505 7.547 0.446
C -1.447 -8.907 5.844 0.019
C -0.899 -9.324 4.426 -0.607
O -0.639 -8.199 3.595 0.115
O -0.734 -9.519 6.836 -0.588
H -2.432 -9.366 5.940 0.449
H -1.526 -7.828 5.973 -0.237
H -1.490 -9.951 3.758 0.208
H 0.037 -9.860 4.581 0.457
H 0.168 -7.731 3.819 -0.108
H -0.793 -8.971 7.622 0.335
C 5.686 4.028 -2.839 -0.377
C 6.160 5.380 -3.584 -0.148
O 7.498 5.218 -4.029 -0.550
O 5.387 2.879 -3.541 -0.315
H 4.852 4.257 -2.176 0.092
H 6.482 3.768 -2.140 0.461
H 6.153 6.224 -2.894 0.390
H 5.517 5.697 -4.405 0.037
H 7.735 6.035 -4.474 0.308
H 4.726 3.067 -4.212 0.239
C -0.851 -6.741 -1.690 -0.468
C -1.838 -5.582 -2.029 -0.781
O -2.133 -4.845 -0.885 0.190
O -1.212 -7.463 -0.467 -0.661
H 0.192 -6.449 -1.573 0.364
H -0.846 -7.340 -2.600 0.372
H -2.803 -5.895 -2.428 0.356
H -1.323 -5.227 -2.921 0.359
H -2.762 -4.145 -1.077 -0.022
H -2.107 -7.807 -0.505 0.321
C -4.436 3.753 2.465 -0.688
C -3.232 4.392 3.276 1.333
O -3.323 5.826 3.108 -0.564
O -5.662 3.600 3.180 -0.674
H -4.176 2.785 2.037 0.022
H -4.482 4.291 1.518 0.575
H -2.298 3.922 2.967 -0.640
H -3.261 4.164 4.342 -0.118
H -4.215 6.166 3.217 0.322
H -5.645 2.952 3.888 0.350
C -2.758 2.031 -4.662 -0.087
C -1.844 1.271 -3.646 -0.427
O -0.538 1.494 -3.871 0.338
O -2.572 1.500 -5.966 -0.668
H -2.504 3.091 -4.649 0.131
H -3.791 1.946 -4.324 0.144
H -1.919 0.183 -3.635 0.380
H -2.074 1.709 -2.675 0.092
H 0.040 0.827 -3.495 -0.059
H -1.688 1.126 -5.983 0.243
C 1.110 -2.410 -0.686 0.309
C -0.158 -1.969 -1.467 -0.191
O 0.152 -0.577 -1.882 -0.391
O 1.240 -1.799 0.586 0.119
H 1.951 -2.358 -1.377 0.110
H 1.106 -3.493 -0.569 -0.453
H -1.082 -1.903 -0.892 -0.258
H -0.280 -2.620 -2.333 0.641
H 0.314 -0.107 -1.061 0.118
H 0.507 -1.182 0.646 -0.345
C 2.419 4.506 -4.390 0.906
C 0.945 4.422 -4.769 -0.013
O 0.395 5.605 -5.605 -0.463
O 3.370 4.371 -5.480 -0.585
H 2.649 3.777 -3.613 -0.244
H 2.553 5.486 -3.932 0.138
H 0.288 4.404 -3.900 0.144
H 0.852 3.474 -5.299 -0.424
H 0.466 5.263 -6.499 0.543
H 3.221 5.147 -6.026 -0.133
C -4.409 -9.297 1.991 -0.718
C -3.678 -7.959 1.724 0.275
O -3.621 -7.100 2.831 -0.397
O -3.836 -9.973 3.033 -0.478
H -4.398 -10.021 1.176 0.411
H -5.410 -8.996 2.300 0.212
H -4.145 -7.405 0.910 0.384
H -2.628 -8.156 1.510 -0.170
H -2.846 -7.471 3.260 0.072
H -3.550 -10.861 2.805 0.307
```